A single C18H22N2O5S2 molecule. Source: the OMol25 dataset; level of theory: the ωB97M-V functional and the def2-TZVPD basis.

Computed properties:
Relative energy (zero: lowest compared OMol25 entry of this formula, charge and spin), kcal per mole: 0.0
Molecular weight, g mol⁻¹: 410.517
HOMO, eV: -9.068

Cartesian coordinates (Å):
C: 2.83782 0.46829 -0.03102
H: 2.28825 -0.04727 -0.81400
H: 3.10176 1.46343 -0.37670
H: 3.75260 -0.07987 0.18000
C: 1.98734 0.54000 1.23350
N: 0.69105 1.16720 1.07227
S: -0.47937 0.19397 0.38934
O: -1.65175 1.01624 0.22964
O: -0.01345 -0.49021 -0.78700
C: -0.75123 -0.99185 1.69254
C: -0.53938 -2.31962 1.46677
C: -0.76696 -3.25288 2.50090
C: -0.56365 -4.63670 2.31910
C: -0.79526 -5.51327 3.34231
C: -1.23854 -5.04635 4.58994
C: -1.44438 -3.71046 4.79685
C: -1.21637 -2.77790 3.76361
C: -1.42520 -1.39215 3.94786
C: -1.19749 -0.51024 2.92957
H: -1.35529 0.55017 3.04069
H: -1.77084 -1.04338 4.90976
H: -1.78642 -3.34899 5.75559
H: -1.41657 -5.75363 5.38613
H: -0.63967 -6.57190 3.19857
H: -0.22382 -4.98721 1.35604
H: -0.20109 -2.64495 0.49481
C: 0.62896 2.59239 0.81658
C: 0.96644 2.96450 -0.63335
O: 1.98258 3.55036 -0.94574
N: 0.01801 2.58078 -1.50819
H: -0.77676 2.05645 -1.16186
C: 0.22383 2.58932 -2.93885
C: 0.64006 1.21582 -3.45887
H: 1.71526 1.08443 -3.51210
H: 0.18814 0.41429 -2.87782
S: -0.02681 1.14586 -5.15579
O: 1.04040 1.11965 -6.11874
O: -1.02665 0.12063 -5.25969
C: -0.83701 2.78547 -5.14031
C: -1.07112 2.98395 -3.66206
H: -1.34518 4.01087 -3.41725
H: -1.87184 2.31861 -3.33116
H: -1.74652 2.73929 -5.72840
H: -0.13728 3.50082 -5.56151
H: 1.01071 3.32644 -3.13619
H: -0.39082 2.91209 1.04239
H: 1.33183 3.09447 1.48544
H: 2.52111 1.08410 2.01910
H: 1.78057 -0.47108 1.59730

Forces on atoms 1 to 3 (eV/Å):
-0.07 0.06 0.13
0.08 -0.04 -0.08
0.09 0.05 -0.05

These are the Mulliken partial charges, in e, on atoms 1 to 8: number 1, C, carries -1.09; number 2, H, carries 0.24; number 3, H, carries 0.25; number 4, H, carries 0.50; number 5, C, carries -0.59; number 6, N, carries 0.29; number 7, S, carries 1.53; number 8, O, carries -0.81

=====

A single C4H10O molecule. Source: the OMol25 dataset; level of theory: the ωB97M-V functional and the def2-TZVPD basis.

Computed properties:
Relative energy (zero: lowest compared OMol25 entry of this formula, charge and spin), kcal per mole: 34.8
Molecular weight, g mol⁻¹: 74.123
HOMO, eV: -10.114

Cartesian coordinates (Å):
C: 1.49952 0.11144 0.25073
C: -0.00271 -0.07915 -0.00384
C: -0.36545 0.24448 -1.44230
C: -0.77613 0.98556 0.91736
H: 1.92030 -0.66477 -0.39193
H: 1.64214 -0.26771 1.20714
H: 1.82343 1.13797 0.15813
H: -0.18618 1.36204 -1.69845
H: -1.47276 0.08784 -1.56189
H: 0.34789 -0.25589 -2.16420
H: -0.44173 0.90456 1.96434
H: -1.81221 0.52717 0.85067
H: -0.75746 2.04702 0.32872
H: -1.28329 -1.44710 0.66284
O: -0.23894 -1.37564 0.28912

Forces on atoms 1 to 3 (eV/Å):
-1.25 -0.84 -1.59
1.03 4.52 0.25
0.32 1.73 -1.23

These are the Mulliken partial charges, in e, on atoms 1 to 8: number 1, C, carries -1.60; number 2, C, carries 1.13; number 3, C, carries -1.29; number 4, C, carries -1.11; number 5, H, carries 0.43; number 6, H, carries 0.42; number 7, H, carries 0.33; number 8, H, carries 0.30

=====

A gas-phase ion, C4H9NOS2 (charge -1). Source: the OMol25 dataset; level of theory: the ωB97M-V functional and the def2-TZVPD basis.

Computed properties:
Net charge: -1
Relative energy (zero: lowest compared OMol25 entry of this formula, charge and spin), kcal per mole: 27.5
Molecular weight, g mol⁻¹: 151.256
Expectation value of S²: 0.7534
2S+1: 2
HOMO (alpha / beta), eV: 0.130 / -3.374

Cartesian coordinates (Å):
N: -0.47390 -1.34021 0.04902
C: 0.93497 -1.21322 0.37999
C: 1.82681 -1.66885 -0.78416
O: 3.05278 -1.95706 -0.60608
C: 1.36428 0.20770 0.72405
S: 0.75667 1.62810 -0.40755
S: -0.91441 2.48551 0.25679
C: -2.49644 1.64484 -0.24290
H: -0.76356 -0.93294 -0.82587
H: -1.03762 -1.00223 0.81960
H: 1.18406 -1.78378 1.28617
H: 1.38869 -1.42940 -1.76227
H: 1.16309 0.46803 1.75742
H: 2.45729 0.30066 0.57398
H: -2.57056 1.46730 -1.32791
H: -2.60122 0.71172 0.30172
H: -3.27094 2.41384 -0.19198

Forces on atoms 1 to 3 (eV/Å):
-0.32 -0.73 0.98
0.76 0.32 -1.66
-1.31 -0.34 0.46

These are the Mulliken partial charges, in e, on atoms 1 to 8: number 1, N, carries -0.67; number 2, C, carries 0.15; number 3, C, carries -0.54; number 4, O, carries -0.68; number 5, C, carries -0.86; number 6, S, carries -0.11; number 7, S, carries -0.14; number 8, C, carries -0.79

=====

2 unconnected molecules or ions with the total composition C2H9N2O. Source: the OMol25 dataset; level of theory: the ωB97M-V functional and the def2-TZVPD basis.

Computed properties:
Net charge: +1
Relative energy (zero: lowest compared OMol25 entry of this formula, charge and spin), kcal per mole: 26.6
Molecular weight, g mol⁻¹: 77.107
HOMO, eV: -13.775

Cartesian coordinates (Å):
C: 0.43248 -0.98834 -0.30123
N: 0.31899 -0.18762 0.92029
C: 1.34132 0.15599 1.62311
N: 1.35636 0.64870 2.84255
H: 1.08373 -0.50610 -1.01940
H: -0.56993 -1.09657 -0.69580
H: 0.85862 -1.95993 -0.03892
H: -0.60490 -0.15701 1.31617
H: 2.33716 0.00076 1.21569
H: 0.52706 0.97501 3.31568
H: 2.26171 0.72755 3.28120
H: -3.01599 0.14226 -3.30826
H: -3.18692 -0.09912 -4.84393
O: -2.69803 0.39778 -4.18201

Forces on atoms 1 to 3 (eV/Å):
0.28 -0.27 0.05
-0.44 -0.17 -0.19
1.05 0.00 0.64

These are the Mulliken partial charges, in e, on atoms 1 to 8: number 1, C, carries -0.81; number 2, N, carries -0.19; number 3, C, carries 0.25; number 4, N, carries -0.31; number 5, H, carries 0.33; number 6, H, carries 0.29; number 7, H, carries 0.35; number 8, H, carries 0.27